Record 1
Here is C26H21N4O4PtS as an isolated structure at a distorted geometry from the Open Molecules 2025 dataset. Energies are from ωB97M-V/def2-TZVPD.

```
57
Properties=species:S:1:pos:R:3:mulliken_charge:R:1
H 0.874 -3.029 1.220 0.518
C -0.887 -4.181 0.827 -0.781
O -3.096 1.017 1.960 -0.375
C 0.237 -1.868 -3.067 0.544
N -0.499 2.717 0.351 -0.232
C -0.056 3.740 -0.348 0.303
C 4.646 -0.355 1.393 -0.914
C -0.480 -2.023 -4.254 -0.536
H -2.732 -1.631 3.067 0.481
H -3.626 1.772 2.262 0.330
C -1.664 2.758 0.962 0.487
H -0.333 5.805 -0.919 0.539
C 1.614 -1.910 -1.074 -0.201
C -0.116 -1.062 2.850 -1.682
C 3.225 -0.284 1.508 -0.246
H 0.358 -1.445 3.758 0.719
H -0.369 -4.917 0.226 0.492
N 2.749 0.454 0.442 0.311
C -0.198 -3.110 1.375 -0.129
Pt 0.799 0.566 0.371 2.750
H -3.957 -3.550 2.110 0.435
N 0.985 -0.482 2.045 -0.082
H -2.562 0.622 -3.862 0.455
H 5.314 -0.840 2.088 0.555
H -1.307 0.877 -1.751 0.297
C -0.039 -0.824 -2.185 0.186
N 0.776 -0.898 -1.049 0.375
C -2.404 3.930 1.031 -0.967
C -0.862 -2.181 2.166 1.138
H 2.330 -2.106 -0.289 0.316
O 1.305 2.061 -1.320 -0.662
H -0.780 -0.256 3.155 0.272
C -1.760 -0.065 -3.625 -0.812
H -2.781 -5.176 0.671 0.446
C 1.017 3.266 -1.267 0.439
C 4.981 0.339 0.260 -0.836
H -0.270 -2.839 -4.933 0.467
C -2.906 -3.417 1.893 -0.802
H -2.047 -1.195 -5.433 0.453
S 1.493 -2.884 -2.437 -0.088
C -1.875 5.059 0.405 -0.538
H -3.372 3.986 1.514 0.365
C -2.036 1.338 1.290 0.673
H 3.643 1.356 -1.247 0.554
C -0.703 4.967 -0.343 -0.748
O -1.322 0.430 0.845 -0.799
O 1.519 4.163 -2.051 -0.404
H 2.449 -1.353 3.238 0.559
C 3.781 0.818 -0.324 -0.127
C -1.472 -1.106 -4.522 -0.695
H 2.139 3.797 -2.708 0.431
H -2.416 5.996 0.443 0.490
C -2.244 -4.333 1.084 -0.589
C -1.059 0.088 -2.449 -0.597
H 5.969 0.494 -0.142 0.492
C -2.217 -2.342 2.431 -0.507
C 2.246 -0.755 2.357 0.477
```

Values from the calculation:
* F_max: 0.02021 Eh/bohr
* orbital gap (spin up / spin down): 4.23 / 4.27 eV
* net charge: +3
* E_LUMO (spin up / spin down): -12.4 / -12.3 eV
* ΔE to the lowest compared entry with this formula, charge and spin: 0.00 kJ/mol
* electronic energy: -55507.025 eV

Record 2
Here is C26H21N5NaO2 as an isolated structure at a distorted geometry from the Open Molecules 2025 dataset. Energies are from ωB97M-V/def2-TZVPD.

```
55
Properties=species:S:1:pos:R:3:mulliken_charge:R:1
H 2.106 -1.990 -1.002 0.523
H -3.987 0.444 -0.518 0.243
H 3.138 0.772 2.089 0.413
C 1.833 -2.679 1.010 -0.407
O 1.869 2.466 -1.097 -0.781
H -1.398 1.485 -5.884 0.356
H -4.019 2.072 0.216 0.395
N -1.245 -0.446 -1.734 -0.400
Na -0.158 0.023 0.077 0.760
N -1.088 -2.348 0.347 0.016
H -0.003 1.387 3.898 0.487
N -3.239 0.104 2.481 -0.571
C -1.328 0.515 -3.975 -0.306
H -0.720 3.687 -4.969 0.362
H -0.807 -4.147 -2.458 0.475
H -1.631 -0.448 -4.361 0.414
C -0.641 1.868 -2.107 0.346
C 2.640 -0.494 0.440 -0.614
H 1.603 -3.085 3.098 0.437
C -1.205 1.601 -4.824 -0.585
H 1.521 -3.672 0.713 0.474
C -0.972 -3.966 -1.407 -0.826
C 0.847 2.345 -0.398 0.371
N -0.374 2.013 -0.743 -0.611
C 2.737 -0.185 1.787 -0.300
H 2.936 0.237 -0.300 0.465
H -2.474 1.337 -0.287 0.138
H -1.217 -6.027 -0.845 0.401
O 0.282 -1.854 -2.769 -0.765
C -1.381 -4.675 0.823 -0.758
C -1.313 -3.342 1.193 -0.340
C -0.931 -2.649 -0.938 0.527
C 1.005 2.591 1.080 0.547
C -0.817 2.828 -4.317 -0.611
C 1.891 3.591 1.489 -0.717
H -1.433 -3.052 2.228 0.488
C -1.193 -4.994 -0.516 -0.420
C 1.895 -2.355 2.355 -0.549
C 1.404 3.012 3.742 -0.718
C 2.180 -1.743 0.049 -0.316
N 0.349 1.830 1.948 -0.056
H 2.766 4.582 3.184 0.409
C -3.461 1.139 0.135 -0.431
C 2.338 -1.102 2.745 -0.517
H 1.544 3.135 4.807 0.397
H -0.224 3.905 -2.556 0.409
C -0.589 -1.564 -1.930 0.415
C 0.550 2.043 3.240 -0.344
C 2.093 3.807 2.835 -0.451
H -1.564 -5.448 1.557 0.389
H 2.386 -0.845 3.796 0.430
C -0.539 2.954 -2.968 -0.418
H 2.404 4.161 0.731 0.467
C -1.059 0.619 -2.614 -0.157
C -3.303 0.560 1.431 0.411
```

Values from the calculation:
* F_max: 0.03533 Eh/bohr
* orbital gap: 6.34 eV
* net charge: -1
* E_LUMO: 2.2 eV
* ΔE to the lowest compared entry with this formula, charge and spin: 86.48 kJ/mol
* electronic energy: -43268.294 eV